P) Computed, not measured: one molecule with the formula C4H8N2, with ωB97M-V/def2-TZVPD.

Geometry (Å):
1 C -0.6166 -0.8825 -1.2051
2 N -0.2244 -0.4098 0.1135
3 C 1.1974 -0.5796 0.3665
4 C -0.5265 0.9993 0.2643
5 C -0.4556 1.4124 1.6777
6 N -0.3488 1.7551 2.7766
7 H -0.1422 -0.3198 -2.0318
8 H -1.7050 -0.8135 -1.3148
9 H -0.3371 -1.9355 -1.3043
10 H 1.4021 -0.4486 1.4327
11 H 1.7824 0.1831 -0.1817
12 H 1.5226 -1.5775 0.0672
13 H -1.5220 1.2288 -0.1290
14 H 0.2154 1.6203 -0.2789

As for the LUMO energy: 0.86 eV. As for the total charge: 0. The SMILES is CN(C)CC#N.

Q) Computed, not measured: one molecule with the formula C4H8N2, with ωB97M-V/def2-TZVPD.

Geometry (Å):
1 H -1.0789 -0.6921 1.5575
2 N -1.3799 0.1358 1.0429
3 C -0.7921 0.2496 -0.0828
4 C -1.1810 1.3852 -0.9872
5 C 0.2459 -0.6738 -0.6094
6 C 1.2226 -1.2967 0.1497
7 N 1.5413 -0.8943 1.3984
8 H -1.9540 1.9888 -0.5169
9 H -1.5594 0.9985 -1.9361
10 H -0.3138 2.0123 -1.2051
11 H 0.0884 -1.0384 -1.6189
12 H 1.7358 -0.8307 -0.8588
13 H 2.4541 -1.1148 1.7566
14 H 0.9708 -0.2293 1.9101

As for the LUMO energy: 0.82 eV. As for the total charge: 0. The SMILES is [H]/N=C(C)\C=C/N.

It is P) that is the most stable of them.

P) Computed, not measured: a 3-piece molecular cluster, C4H8N2 overall, with ωB97M-V/def2-TZVPD.

Geometry (Å):
1 C 1.7019 0.6852 -0.0256
2 N 0.4162 0.9592 0.1402
3 C -0.0962 0.4633 1.4230
4 C -1.8322 -0.7571 -0.8522
5 C -0.6774 -1.4104 -1.2170
6 N 0.3682 -1.8869 -1.4972
7 H 2.3535 1.4337 -0.4867
8 H 0.7630 0.4485 -1.2395
9 H 2.2189 -0.0132 0.6587
10 H -0.0377 -0.6206 1.5863
11 H -1.1140 0.8198 1.5469
12 H 0.5493 0.9568 2.1738
13 H -2.2865 -0.1589 -1.6377
14 H -2.5350 -1.3615 -0.2786

As for the LUMO energy (spin up / spin down): -1.34 / 0.11 eV. As for the total charge: 0.

Q) Computed, not measured: one molecule with the formula C4H8N2, with ωB97M-V/def2-TZVPD.

Geometry (Å):
1 C -1.4901 0.7471 0.0541
2 C -0.7784 -0.3247 -0.6379
3 C 0.8625 -0.3914 -0.4351
4 C 1.3371 -0.1185 1.0488
5 N 1.6397 -1.2733 -1.2468
6 N 1.7250 -0.0765 -1.4921
7 H -1.6452 1.6667 -0.5197
8 H -1.0883 1.1188 0.9091
9 H -2.5888 0.5413 0.2984
10 H -0.9746 -0.3537 -1.6721
11 H -1.1271 -1.3200 -0.2693
12 H 0.3727 -0.3787 1.7771
13 H 1.5181 0.8982 1.0101
14 H 2.2375 -0.7351 1.1753

As for the LUMO energy: 0.78 eV. As for the total charge: 0. The SMILES is CCC1(C)N=N1.

It is Q) that is the most stable of them.

P) Computed, not measured: a 2-piece molecular cluster, C4H8N2 overall, with ωB97M-V/def2-TZVPD.

Geometry (Å):
1 H -1.4407 0.2464 -0.3624
2 N -1.4755 -0.0785 0.6352
3 N -1.0262 0.6836 1.4573
4 C -0.4843 1.9559 1.0930
5 H -1.0726 2.7217 1.5973
6 H 0.5302 2.0037 1.4866
7 H -0.4850 2.1330 0.0069
8 C 1.7833 -0.1780 -0.3725
9 C 1.0859 -1.1276 -0.5814
10 C 0.2229 -2.2630 -0.8131
11 H 2.4233 0.6345 -0.1973
12 H -0.3981 -2.0766 -1.6912
13 H 0.8219 -3.1569 -0.9881
14 H -0.4177 -2.4140 0.0542

As for the LUMO energy: 1.07 eV. As for the total charge: 0. The SMILES is [H]/N=N\C.C#CC.

Q) Computed, not measured: one molecule with the formula C4H8N2, with ωB97M-V/def2-TZVPD.

Geometry (Å):
1 C 0.1440 1.1443 0.8787
2 N 0.4849 0.0330 -0.0882
3 C -0.7128 -0.8147 -0.2802
4 C 1.1234 0.0599 -1.5645
5 C -1.1546 -1.5250 0.9217
6 N -1.5083 -2.1251 1.8451
7 H -0.6451 1.7805 0.4726
8 H 1.0260 1.7474 1.0958
9 H -0.2147 0.7024 1.8201
10 H 1.1881 -0.5256 0.3893
11 H -1.5160 -0.1703 -0.6517
12 H -0.4149 -1.5115 -1.0686
13 H 0.3327 0.4998 -2.1997
14 H 1.9345 0.8037 -1.5376

As for the LUMO energy: 0.57 eV. As for the total charge: 0.

R) Computed, not measured: one molecule with the formula C4H8N2, with ωB97M-V/def2-TZVPD.

Geometry (Å):
1 H 1.3393 0.0173 -2.2920
2 N 0.5434 -0.5397 -2.6239
3 C -0.3446 -0.6330 -1.6936
4 N -0.2741 -0.0934 -0.4298
5 C -1.0836 -0.2138 0.8030
6 C 0.0798 0.5217 1.5642
7 C 0.9111 0.3919 0.2476
8 H -1.2766 -1.1588 -1.8889
9 H -1.3205 -1.2223 1.1054
10 H -2.0467 0.3146 0.7616
11 H 0.4781 -0.0087 2.4052
12 H -0.0639 1.5775 1.8177
13 H 1.2771 1.3716 -0.0978
14 H 1.7812 -0.3250 0.3212

As for the LUMO energy: 0.94 eV. As for the total charge: 0. The SMILES is [H]/N=C\N1CCC1.

S) Computed, not measured: a 2-piece molecular cluster, C4H8N2 overall, with ωB97M-V/def2-TZVPD.

Geometry (Å):
1 C -2.8748 -0.2700 0.4398
2 C 0.9205 -0.0229 1.0447
3 C 2.6060 -0.2243 -0.6552
4 C 1.9870 0.5188 0.5424
5 N -2.7952 0.1227 -0.7934
6 N 0.0694 -0.6648 1.6796
7 H -3.9216 0.0890 0.6254
8 H 2.2652 0.1877 -1.6501
9 H 2.3464 -1.3181 -0.4685
10 H 3.6757 -0.2340 -0.5809
11 H 2.1440 1.5520 0.7884
12 H -1.9454 0.0371 -1.3209
13 H -3.4741 0.8559 -1.2342
14 H -1.0030 -0.6293 1.5827

As for the LUMO energy: 0.62 eV. As for the total charge: 0.

It is R) that is the most stable of them.

P) Computed, not measured: one molecule with the formula C4H8N2, with ωB97M-V/def2-TZVPD.

Geometry (Å):
1 C -2.1430 0.3708 0.7110
2 N -0.7137 0.4681 0.6060
3 C -0.2756 0.4635 -0.5804
4 C 0.9481 -0.3238 -0.8551
5 C 2.1896 -0.0819 -0.0918
6 N 1.3519 -1.2188 0.2286
7 H -2.2835 -0.7182 0.7171
8 H -2.6877 0.7595 -0.1635
9 H -2.5188 0.7714 1.6482
10 H -0.8843 0.8047 -1.4325
11 H 0.9442 -0.7760 -1.8438
12 H 3.1447 -0.3202 -0.5463
13 H 2.1625 0.7830 0.5681
14 H 0.7656 -0.9821 1.0343

As for the LUMO energy: 1.02 eV. As for the total charge: 0. The SMILES is C/N=C/[C@H]1CN1.

Q) Computed, not measured: one molecule with the formula C4H8N2, with ωB97M-V/def2-TZVPD.

Geometry (Å):
1 H 2.9948 -1.4916 -0.1465
2 N 2.7052 -0.5887 0.2906
3 C 1.5970 -0.2551 -0.3116
4 N 1.0315 0.9933 -0.0081
5 C -0.4824 1.0789 -0.1018
6 C -1.1544 -0.1005 0.5852
7 C -2.0633 -0.7695 -0.0925
8 H 1.0709 -0.8162 -1.1587
9 H 1.4810 1.2921 0.9026
10 H -0.8041 1.2192 -1.1205
11 H -0.7548 2.0192 0.4303
12 H -0.8175 -0.4149 1.6672
13 H -2.6939 -1.5618 0.2555
14 H -2.1100 -0.6043 -1.1917

As for the LUMO energy: 1.11 eV. As for the total charge: 0. The SMILES is [H]/N=C/NCC=C.

It is Q) that is the most stable of them.